Record 1
Here is a cluster of 5 separate species, C21H40IO12PS4 in total in a non-equilibrium geometry from the OMol25 dataset. Energies are from ωB97M-V with the def2-TZVPD basis set.

Output
SMILES   C#CO[P@](=O)(O)O[C@H](I)CC.O=S1(=O)CCCC1.O=S1(=O)CCCC1.O=S1(=O)CCCC1.O=S1(=O)CCCC1
Electronic energy   -107721.3925 eV

Element x y z (Å)
C  2.017  1.984  -1.268
O  2.690  3.769  4.861
H  -2.524  -2.459  -4.636
H  2.652  1.542  2.478
H  -3.957  0.303  0.620
H  -5.382  3.904  -0.578
H  0.979  -2.451  -1.704
C  -4.517  -4.213  -2.251
O  -4.799  -3.939  -4.855
H  -4.487  3.053  1.794
H  -2.516  -1.425  -2.184
O  -3.064  -5.572  -3.995
C  2.963  5.195  4.725
H  4.640  -3.510  -3.893
C  5.106  1.623  5.698
H  5.824  -0.243  6.804
C  3.471  6.394  4.470
C  3.610  -3.176  -3.768
H  -2.898  -3.532  -0.993
H  2.926  1.784  -0.696
C  -5.706  2.865  -0.679
H  -1.234  2.766  -0.638
H  -6.669  1.342  0.509
O  3.349  -1.275  -1.962
H  1.216  3.684  -0.154
O  4.124  -3.570  -1.221
H  -4.412  -5.172  -1.740
O  -0.735  1.045  -3.316
H  4.130  -0.369  6.069
H  2.906  -5.208  -3.574
C  -6.160  2.300  0.659
H  1.564  -4.080  -1.256
O  -4.719  0.725  -1.841
S  -0.348  0.962  -1.925
H  3.420  -2.296  -4.388
O  2.858  2.516  2.385
C  4.210  0.744  8.110
H  3.671  -0.180  8.531
O  -3.243  2.769  -1.607
C  -3.752  -3.103  -1.529
H  4.126  7.278  4.093
O  4.953  3.798  3.420
C  1.284  -3.791  -3.399
C  0.945  2.657  -0.410
H  -6.462  2.782  -1.460
C  -3.870  1.390  0.561
C  1.624  -3.281  -1.998
I  7.270  1.825  5.249
C  -0.336  2.606  -1.232
S  -3.801  -4.331  -3.886
C  1.417  0.691  -1.820
H  -4.385  -2.604  -0.790
H  0.863  -2.974  -3.996
H  2.289  2.647  -2.097
C  -3.248  -2.126  -2.592
S  -4.277  1.889  -1.108
C  -4.883  2.083  1.473
C  -2.643  -2.989  -3.691
H  -2.848  1.694  0.791
H  5.093  1.106  8.773
H  -5.574  -3.964  -2.362
H  -6.854  2.975  1.166
S  3.321  -2.718  -2.068
H  -1.687  -3.416  -3.375
H  0.536  -4.587  -3.359
H  -0.300  3.317  -2.060
H  1.590  -0.148  -1.146
C  4.829  0.330  6.674
H  2.468  -4.450  -5.113
P  3.760  2.899  3.821
O  -1.007  0.074  -0.990
H  1.807  0.459  -2.811
H  4.761  2.549  6.303
H  -4.087  -1.547  -2.989
H  3.459  1.636  8.036
H  0.815  2.098  0.523
H  -5.073  1.492  2.373
C  2.587  -4.270  -4.041
O  4.336  1.426  4.472

***

Record 2
Here is a cluster of 8 separate species, C21H40NO24S3 in total in a non-equilibrium geometry from the OMol25 dataset. Energies are from ωB97M-V with the def2-TZVPD basis set.

Output
Energy above the lowest of the compared OMol25 structures with the same formula, charge and spin   0.5870 eV
Net charge   -1

Element x y z (Å)
H  17.753  11.394  5.005
H  23.116  8.161  8.575
O  30.149  7.911  3.111
O  20.253  15.309  4.893
O  24.288  8.961  12.175
H  18.131  7.612  6.236
O  21.765  9.162  6.399
C  21.062  6.125  3.148
C  13.713  12.209  3.753
H  16.749  12.724  8.329
H  27.483  6.532  3.252
H  21.939  11.772  4.114
H  19.116  9.203  8.129
O  20.232  5.621  4.152
H  20.220  11.325  5.663
O  21.636  13.721  4.723
H  22.878  10.854  8.611
H  17.517  8.494  8.300
H  13.837  12.381  2.601
O  28.173  8.697  2.011
H  15.846  11.895  9.598
O  28.645  11.080  6.997
H  18.338  10.673  2.011
H  21.022  11.883  6.857
O  19.294  12.261  8.836
O  21.929  9.180  4.211
H  18.458  9.624  3.430
C  22.378  8.549  9.315
H  18.029  12.665  3.762
C  21.873  12.493  5.054
O  26.549  10.705  6.324
S  15.352  12.747  4.248
H  26.476  5.322  5.741
H  21.415  8.480  9.234
H  18.949  9.109  5.828
H  21.622  5.125  2.853
O  17.899  10.574  7.775
H  25.531  9.074  5.702
O  18.027  5.249  4.369
C  18.567  10.625  3.135
C  26.661  6.465  5.439
C  17.997  8.730  6.300
H  21.842  6.828  3.378
C  20.628  14.191  5.102
C  22.617  10.044  9.479
O  19.857  13.276  5.659
C  18.988  5.702  3.744
C  20.131  6.864  2.259
O  15.594  12.692  5.729
O  23.355  8.176  5.426
H  25.592  9.183  8.802
O  27.326  9.466  7.971
H  20.474  6.338  1.134
S  18.159  11.379  9.188
O  27.881  8.158  4.375
O  15.686  13.961  3.549
H  19.702  10.767  3.316
O  16.304  11.584  3.442
H  21.611  10.484  9.612
H  20.236  7.969  2.329
H  17.052  13.246  9.884
H  22.759  12.326  5.823
H  28.582  6.246  4.513
C  29.433  10.355  3.615
H  13.578  11.254  4.179
C  17.696  11.602  3.969
O  23.016  8.087  10.563
O  23.619  10.209  10.424
C  27.591  10.434  7.059
O  18.885  6.428  2.641
H  30.266  10.710  2.958
C  18.144  9.138  7.744
C  25.923  9.044  7.738
C  25.457  9.781  6.463
H  29.657  10.406  4.652
C  16.743  12.395  9.333
H  17.041  9.052  5.939
N  22.205  8.639  5.348
H  25.660  6.882  5.155
C  27.569  6.801  4.305
H  26.002  8.053  7.510
H  27.087  6.624  6.534
C  23.776  9.079  11.138
H  12.933  12.998  4.004
O  18.238  10.368  10.175
H  24.316  10.124  6.406
S  29.023  8.713  3.165
C  20.662  12.178  5.874
H  28.463  10.984  3.560

***

Record 3
Here is a cluster of 8 separate species, C21H41BO33S7 in total in a non-equilibrium geometry from the OMol25 dataset. Energies are from ωB97M-V with the def2-TZVPD basis set.

Output
SMILES   COC[C@H]1C[C@@H](CB(O)O)C(=O)O1.O=S1(=O)OCCO1.O=S1(=O)OCCO1.O=S1(=O)OCCO1.O=S1(=O)OCCO1.O=S1(=O)OCCO1.O=S1(=O)OCCO1.O=S1(=O)OCCO1
Electronic energy   -166526.2361 eV

Element x y z (Å)
O  3.022  -8.158  -4.072
H  2.797  -10.612  -5.313
C  5.101  -8.776  -1.054
C  2.631  0.547  -2.246
O  -8.521  10.038  3.586
C  -2.338  5.239  -1.149
O  -4.275  8.776  0.940
S  4.212  -8.070  -5.164
O  -5.015  6.543  0.229
H  6.004  -9.369  -0.896
H  2.336  1.290  -3.014
O  3.520  -8.966  -6.304
O  -1.885  1.989  -0.625
C  1.097  3.049  3.382
C  2.415  -9.682  -5.742
S  -1.477  2.941  -1.601
H  -6.839  5.554  0.040
H  1.559  2.038  -0.850
O  3.930  1.546  0.865
C  1.868  -8.764  -4.668
O  4.436  1.687  -1.328
C  5.010  -2.685  -0.747
H  4.184  -3.345  -1.078
H  2.186  -0.412  -2.539
C  -9.462  9.247  5.573
H  -9.520  11.294  4.868
O  2.755  2.940  5.029
O  -8.826  7.744  2.767
H  1.221  -5.104  1.535
H  -0.441  5.948  -0.353
O  4.921  -7.927  0.084
H  1.443  -6.787  -0.542
O  -1.328  0.110  -0.111
H  3.018  -9.117  -1.512
H  1.252  -7.972  -5.099
C  1.302  0.005  -0.156
H  5.233  -2.901  0.314
O  0.584  -3.693  0.142
O  1.691  -2.745  -1.829
C  -0.825  5.297  -1.134
O  -10.268  8.664  4.542
O  0.676  1.982  4.239
C  -8.823  10.455  4.922
O  4.866  -9.146  2.224
O  -2.659  4.018  -1.825
S  0.630  -3.608  -1.461
H  -8.710  8.512  5.871
H  2.972  4.148  3.349
C  3.545  1.454  -0.265
S  1.586  1.976  5.567
C  2.587  3.169  3.623
H  -0.431  5.619  -2.102
H  2.620  -5.460  -0.419
H  1.679  -9.912  -6.508
C  4.202  0.616  -2.228
C  2.154  1.109  -0.854
H  4.431  0.871  -3.280
H  1.146  0.326  0.899
O  -10.513  9.496  2.243
B  -0.143  -0.103  -0.840
H  4.034  -10.571  -1.651
H  -0.257  -5.504  0.631
S  4.022  -8.682  1.188
H  -0.739  -1.247  -2.324
H  0.859  2.826  2.344
H  -7.917  10.770  5.436
O  2.867  -7.886  1.435
O  -0.698  -3.439  -1.946
H  -7.185  6.101  2.647
S  -9.565  8.911  3.116
H  0.570  3.956  3.689
H  -1.726  -0.758  0.076
S  -4.325  7.430  1.382
C  3.872  -9.653  -1.091
O  5.331  -8.781  -4.653
H  -10.072  9.510  6.433
C  -6.093  5.786  0.795
O  2.111  0.671  5.743
H  -2.778  6.088  -1.669
H  -5.679  4.856  1.194
O  -0.308  -0.388  -2.201
O  4.296  -6.737  -5.632
C  4.958  -0.690  -2.000
O  -0.410  3.944  -0.915
O  1.084  -5.123  -1.745
O  4.551  -1.335  -0.792
O  -0.978  2.560  -2.873
H  -2.740  5.186  -0.137
C  0.736  -5.055  0.563
C  1.561  -5.707  -0.524
H  1.786  -0.985  -0.111
H  6.054  -0.502  -1.960
O  0.887  2.659  6.597
H  -7.275  7.445  1.500
O  -3.175  6.736  1.851
H  3.138  2.398  3.082
H  5.927  -2.836  -1.350
O  3.584  -9.942  0.281
C  -6.640  6.667  1.899
H  4.792  -1.406  -2.838
O  -5.482  7.287  2.483
H  5.212  -8.183  -1.959
H  1.291  -9.302  -3.918

***

Record 4
Here is a structure of composition C21H41IrN2 in a non-equilibrium geometry from the OMol25 dataset. Energies are from ωB97M-V with the def2-TZVPD basis set.

Output
Net charge   +2
Electronic energy   -28247.3374 eV

Element x y z (Å)
H  2.259  -1.262  3.223
C  0.836  2.437  -2.914
N  -0.098  -1.890  -1.772
H  -1.080  2.172  0.974
C  -0.603  -1.398  3.003
C  -3.381  -0.853  -1.872
H  0.963  -2.717  1.397
H  -3.796  -2.433  -0.440
H  -1.425  -1.906  -3.383
H  -0.209  0.695  4.720
C  -2.230  -3.118  -1.761
H  -1.150  -1.516  3.938
H  -1.870  -3.881  -1.067
C  0.496  1.770  -0.527
H  0.696  -1.623  -2.349
C  1.440  3.948  -1.005
H  -2.940  -3.619  -2.421
H  -1.158  -1.940  2.231
H  2.454  3.546  -0.987
C  0.424  2.905  -1.517
H  -1.737  2.793  -1.766
C  1.883  -2.535  0.847
C  3.643  -0.998  0.080
H  0.791  3.276  -3.608
C  0.300  0.834  3.766
C  1.412  -0.021  0.712
C  1.532  0.801  -0.438
C  2.442  -1.119  1.032
H  -1.215  4.027  -0.608
H  -3.399  -1.156  -2.917
H  2.335  0.725  -1.156
H  0.363  -1.877  3.135
H  3.278  0.073  2.664
C  2.973  -0.955  2.464
H  0.256  -2.543  -1.080
H  3.856  -1.583  2.578
H  4.135  -0.025  0.157
H  3.372  -1.175  -0.963
H  -2.295  -1.613  -0.171
Ir  -0.655  -0.089  -0.639
C  -0.500  0.093  2.673
C  -2.950  -2.015  -0.984
H  0.165  1.658  -3.288
H  1.738  -2.748  -0.209
H  -2.451  0.269  3.554
H  4.379  -1.754  0.351
C  -0.320  1.512  0.593
H  -1.929  1.759  2.798
H  -2.200  0.693  -2.651
H  -2.895  1.043  -1.234
N  -2.422  0.299  -1.739
H  -4.378  -0.494  -1.629
H  -2.501  0.407  1.803
H  2.624  -3.255  1.196
H  1.317  0.467  3.871
H  -0.601  -3.433  -3.145
C  0.196  0.388  1.350
C  -1.084  -2.608  -2.621
H  1.182  4.298  -0.005
H  -1.009  4.289  -2.332
H  1.857  2.056  -2.939
C  -0.967  3.534  -1.548
C  -1.924  0.675  2.693
H  0.338  1.905  3.561
H  1.435  4.807  -1.676

***

Record 5
Here is a cluster of 9 separate species, C21H42Cl17NO3P in total in a non-equilibrium geometry from the OMol25 dataset. Energies are from ωB97M-V with the def2-TZVPD basis set.

Output
Multiplicity   2
Expectation value of S²   0.754
Electronic energy   -252259.5690 eV

Element x y z (Å)
C  -1.021  -4.988  -1.748
C  7.718  4.804  0.022
H  -3.059  4.256  -1.574
Cl  -7.308  -4.658  -0.041
H  -0.858  -5.840  -1.098
H  1.549  -2.212  0.969
H  0.078  2.927  -0.698
H  -3.663  2.033  -0.408
H  -3.921  2.945  -2.321
H  4.229  2.921  -1.837
H  -0.118  -1.562  -2.836
H  -1.158  4.118  -0.479
H  -1.084  -1.711  2.021
C  -1.441  -0.405  -0.837
H  -0.384  -0.397  -4.107
C  -0.480  -8.335  3.990
P  -3.982  -0.380  0.138
C  -0.762  3.405  -1.193
C  -2.301  0.444  0.109
C  0.688  0.613  -1.825
H  -4.407  0.276  2.169
H  -0.126  1.385  0.788
Cl  5.483  7.004  2.883
H  -0.192  -4.704  6.329
C  -2.589  1.908  -0.289
C  -1.920  2.471  -1.565
Cl  -1.008  1.147  -7.557
H  -2.056  -1.214  -1.229
C  -0.532  0.896  1.666
O  -1.845  0.399  1.465
H  -0.006  -1.823  3.399
H  0.914  1.601  -2.197
Cl  0.553  -4.316  -2.197
Cl  4.174  0.845  -0.732
H  0.118  -3.229  0.951
Cl  2.412  3.156  -0.360
O  -2.536  1.128  -3.346
H  7.219  8.412  2.164
C  0.778  -2.652  1.590
C  4.032  2.605  -0.819
H  -1.539  -5.295  -2.648
Cl  -2.024  -3.812  -0.886
Cl  -5.462  -5.488  -2.150
C  0.487  -0.164  2.148
C  7.044  7.813  3.050
H  1.302  -0.060  -2.408
H  -0.650  -0.899  -0.289
H  1.319  -0.179  1.450
C  -0.802  0.279  -2.063
H  8.661  4.408  -0.332
Cl  -0.680  -8.543  5.732
N  -1.567  1.437  -2.563
H  -1.007  -9.133  3.480
C  -0.800  -0.784  -3.180
Cl  -1.341  -2.831  5.494
H  7.860  5.784  0.462
C  -0.150  -4.136  5.408
H  -0.445  3.963  -2.067
O  -4.806  0.421  1.294
Cl  1.498  -3.518  5.210
C  -1.004  2.055  -6.041
H  -0.391  -4.769  4.560
Cl  6.616  4.957  -1.355
H  -2.327  2.551  0.537
Cl  7.081  3.721  1.262
H  0.576  -8.367  3.754
H  -5.005  -4.224  -0.213
H  -5.950  -3.305  -1.404
H  7.020  8.442  3.931
Cl  -3.598  -2.229  1.076
H  1.197  -3.359  2.295
C  -2.946  3.400  -2.236
H  -1.121  3.108  -6.266
H  -2.575  3.792  -3.174
H  4.754  3.046  -0.144
H  0.918  0.180  3.080
Cl  8.371  6.655  3.219
C  -5.824  -4.266  -0.918
H  0.992  0.486  -0.794
Cl  0.507  1.835  -5.148
H  -0.598  1.680  2.416
H  -1.819  1.704  -5.417
H  -1.763  -1.259  -3.304
Cl  -1.134  -6.787  3.436
C  -0.061  -1.583  2.345